1.
96
Properties=species:S:1:pos:R:3:forces:R:3 method="wB97M-V/def2-TZVPD" relative_energy_kj_mol=2.9 e_tot_ev=-66169.392 homo_energy_ev=-10.007 gap_ev=8.3 charge=+1
In 0.545 0.509 1.058 -0.176 -0.062 0.090
C 1.041 4.226 1.389 0.106 -0.131 0.112
C 0.031 3.806 2.447 -0.069 -0.002 -0.059
N -0.225 2.341 2.599 -0.221 -0.198 -0.165
C -1.664 2.071 2.868 0.094 0.125 0.076
C -2.556 2.212 1.646 0.087 0.069 0.023
C 0.591 1.842 3.724 0.043 0.165 -0.092
C 2.077 1.807 3.382 0.018 -0.002 -0.205
N 2.276 1.224 2.061 0.218 -0.053 -0.283
C 3.507 1.232 1.464 -0.251 0.055 0.079
C 3.581 1.057 0.076 -0.136 0.009 0.092
F 2.390 0.923 -0.587 -0.011 -0.022 -0.010
C 4.745 1.027 -0.646 0.000 -0.015 -0.055
F 4.675 0.847 -1.972 -0.001 -0.004 -0.060
C 5.960 1.191 -0.020 0.217 0.017 -0.033
C 5.928 1.376 1.348 0.054 -0.004 -0.051
F 7.073 1.526 2.014 0.111 0.026 0.056
C 4.754 1.394 2.076 -0.014 0.034 0.034
F 4.837 1.544 3.408 0.015 0.003 0.149
H 1.324 5.268 1.551 -0.049 -0.045 0.014
H 1.944 3.616 1.434 -0.047 0.088 -0.022
H 0.632 4.138 0.392 -0.025 0.017 -0.166
H 0.384 4.173 3.414 -0.094 0.011 0.086
H -0.925 4.298 2.267 0.008 0.007 -0.086
H -1.740 1.049 3.243 0.055 -0.029 0.029
H -2.015 2.733 3.668 -0.001 0.010 0.043
H -2.275 1.501 0.866 -0.026 -0.022 -0.006
H -3.592 2.010 1.924 0.044 0.027 0.003
H -2.513 3.217 1.216 -0.004 -0.069 0.011
H 0.450 2.469 4.610 -0.055 0.034 0.040
H 0.240 0.849 3.972 -0.067 -0.061 0.032
H 2.494 2.820 3.424 0.011 0.017 0.014
H 2.567 1.239 4.174 0.096 -0.028 0.042
H 6.892 1.177 -0.568 -0.076 -0.009 0.058
C 0.660 -4.663 -0.386 -0.096 -0.018 -0.032
C -0.716 -5.052 -0.871 0.103 0.015 -0.007
C -1.165 -6.365 -0.760 -0.007 -0.038 -0.010
C -2.426 -6.741 -1.201 0.005 0.016 -0.010
C -3.279 -5.800 -1.762 -0.010 -0.060 0.037
C -2.857 -4.485 -1.876 -0.035 0.047 0.001
C -1.590 -4.118 -1.440 0.007 -0.009 -0.099
N -1.176 -2.757 -1.610 -0.027 -0.037 -0.003
C -0.867 -1.932 -0.574 -0.071 0.008 0.076
N -1.389 -2.345 0.613 0.094 0.385 0.087
C -0.851 -2.211 1.916 0.114 -0.113 0.104
C 0.071 -1.230 2.264 -0.039 0.266 -0.033
C 0.714 -1.357 3.504 -0.057 -0.291 -0.065
C 0.374 -2.354 4.402 0.044 0.064 -0.036
C -0.645 -3.239 4.073 0.002 -0.016 0.079
C -1.259 -3.197 2.833 -0.084 -0.141 -0.069
C -2.319 -4.212 2.472 0.098 0.003 0.014
N -0.188 -0.819 -0.734 0.269 0.051 -0.279
C 0.182 -0.542 -2.101 -0.117 -0.134 0.032
C 1.477 -0.809 -2.539 -0.029 -0.035 0.025
C 1.850 -0.553 -3.850 -0.032 0.016 0.063
C 0.909 -0.062 -4.746 -0.040 -0.019 -0.043
C -0.391 0.167 -4.320 0.107 -0.591 -0.062
C -0.779 -0.056 -2.999 -0.039 -0.182 0.080
C -2.207 0.189 -2.571 0.105 -0.083 -0.098
H 1.313 -5.533 -0.351 -0.028 0.008 -0.005
H 0.622 -4.240 0.623 -0.006 -0.002 -0.033
H 1.119 -3.917 -1.037 -0.021 -0.026 0.009
H -0.501 -7.108 -0.332 -0.037 0.029 -0.022
H -2.739 -7.775 -1.117 0.011 0.058 0.019
H -4.266 -6.085 -2.104 0.068 0.010 0.007
H -3.508 -3.729 -2.304 0.068 -0.054 0.029
H -0.903 -2.455 -2.532 0.031 0.000 0.009
H -1.949 -3.174 0.504 -0.118 -0.078 0.022
H 1.521 -0.682 3.761 -0.030 -0.037 -0.015
H 0.887 -2.437 5.353 -0.039 0.001 -0.069
H -0.947 -4.002 4.783 0.003 0.036 -0.043
H -2.628 -4.764 3.357 0.015 0.001 -0.007
H -1.957 -4.947 1.742 -0.034 0.077 0.031
H -3.214 -3.739 2.057 0.003 -0.015 0.019
H 2.188 -1.231 -1.838 -0.018 0.063 -0.038
H 2.868 -0.743 -4.168 -0.071 -0.005 0.020
H 1.186 0.136 -5.776 -0.030 -0.038 0.081
H -1.134 0.514 -5.033 0.073 -0.136 0.007
H -2.641 1.026 -3.121 0.036 -0.172 -0.032
H -2.273 0.402 -1.505 -0.016 0.004 -0.002
H -2.838 -0.681 -2.771 0.027 0.003 0.005
C -2.516 3.809 -2.410 -0.045 -0.030 0.040
C -0.988 3.671 -2.517 -0.058 0.118 0.111
C -0.312 5.035 -2.300 0.042 -0.024 0.069
C -0.591 3.105 -3.885 -0.139 0.080 0.014
C -0.544 2.743 -1.449 0.089 0.016 -0.330
N -0.188 2.013 -0.641 0.018 0.208 0.294
H -2.858 4.484 -3.198 0.020 -0.033 0.050
H -2.810 4.228 -1.445 0.012 -0.013 -0.054
H -3.013 2.844 -2.538 0.047 0.254 0.047
H -0.672 5.719 -3.071 0.042 -0.055 0.048
H 0.775 4.958 -2.384 -0.096 -0.002 0.010
H -0.560 5.459 -1.326 -0.001 -0.014 -0.015
H -0.936 3.798 -4.655 0.038 0.040 0.064
H -1.049 2.132 -4.064 0.096 0.709 0.109
H 0.492 2.997 -3.971 -0.068 -0.039 0.004

=====

2.
127
Properties=species:S:1:pos:R:3:forces:R:3 method="wB97M-V/def2-TZVPD" e_tot_ev=-111394.319 homo_energy_ev=-0.837 gap_ev=4.4 charge=-2
C 8.758 -1.662 3.790 -0.542 -0.375 0.569
C 7.168 -1.422 4.212 0.238 -0.128 -1.413
C 6.534 -0.079 3.456 -0.043 -0.258 0.939
C 5.070 -0.465 2.800 -0.358 0.687 -0.081
C 5.072 -0.453 1.139 -1.114 0.653 0.475
C 3.673 -1.174 0.628 0.782 0.075 0.838
C 3.143 -0.656 -0.835 1.724 -0.501 0.516
O 3.083 0.819 -1.097 -0.971 -2.786 1.136
P 1.475 1.454 -0.799 -2.305 1.405 -2.195
C 0.972 1.674 -2.669 -1.006 0.579 -1.495
C -0.352 2.694 -2.729 0.593 -0.050 -0.163
C -1.780 1.836 -2.646 0.683 -0.293 -1.961
S -2.743 2.130 -1.067 -0.471 -1.760 1.031
C -3.482 0.496 -0.409 -0.128 -1.869 -1.369
S -3.543 -0.885 -1.456 0.243 2.695 1.797
N -4.009 0.348 1.017 0.198 -0.184 -1.577
C -3.569 -0.951 1.655 0.192 -1.394 1.195
C -4.689 -2.160 1.595 -0.687 0.183 0.336
C -5.504 0.567 1.095 -0.613 2.054 -0.734
C -5.762 2.210 0.985 0.157 -0.602 0.476
P 1.808 1.701 1.340 0.041 -1.177 3.017
C 0.100 2.226 2.117 -0.104 1.417 0.632
C 0.402 2.837 3.645 0.228 -0.072 -0.101
C 2.966 3.160 1.756 1.257 1.073 0.363
C 4.041 3.558 0.586 -0.016 1.273 -0.123
O 0.739 -0.155 -0.739 2.522 -2.506 -1.186
C 1.638 -1.307 -1.044 -0.876 1.170 1.839
C 1.148 -2.523 -0.042 -3.149 -3.218 5.675
O 1.671 -3.751 0.009 -1.388 5.408 -1.493
O 0.057 -2.238 0.945 5.251 -0.659 -5.409
P 1.676 -1.986 -2.840 1.138 2.040 -3.567
N 2.597 -0.995 -3.787 -1.059 -2.800 1.550
O 0.049 -1.857 -3.528 1.735 -2.401 1.502
O 2.248 -3.631 -2.974 -3.227 1.185 -0.596
H 9.304 -2.117 4.724 -0.745 0.910 -1.881
H 9.260 -0.648 3.468 -0.907 -2.120 0.651
H 8.815 -2.467 2.916 -0.044 1.937 1.787
H 7.010 -1.356 5.376 0.412 -0.167 -2.346
H 6.589 -2.362 3.779 1.094 1.984 1.203
H 6.427 0.748 4.310 0.081 -1.657 -1.937
H 7.298 0.378 2.662 -1.735 -1.206 1.565
H 4.261 0.340 3.150 1.689 -1.728 -0.943
H 4.662 -1.499 3.236 1.100 2.132 -1.053
H 5.008 0.672 0.823 0.259 -2.022 0.561
H 6.043 -0.902 0.665 -1.769 0.611 0.979
H 3.929 -2.332 0.503 -0.942 2.420 0.268
H 2.891 -1.000 1.513 1.509 -0.497 -2.229
H 4.015 -1.048 -1.550 -2.374 0.746 1.120
H 1.797 2.859 -0.916 0.627 0.179 -0.037
H 0.106 1.879 -0.480 0.332 -0.137 -0.024
H 1.839 2.208 -3.280 -1.726 -1.342 1.101
H 0.615 0.676 -3.165 0.946 1.955 0.566
H -0.271 3.514 -1.881 -0.205 -1.680 -1.477
H -0.316 3.282 -3.766 -0.359 -1.278 2.099
H -1.544 0.702 -2.812 -0.557 2.068 0.666
H -2.435 2.189 -3.571 1.048 -0.797 2.078
H -2.547 -1.357 1.254 -1.853 1.117 0.517
H -3.409 -0.718 2.814 -0.286 -0.409 -2.432
H -4.199 -3.214 1.847 -0.994 2.358 -0.700
H -5.293 -2.185 0.566 1.674 -0.102 2.222
H -5.495 -1.925 2.433 1.580 -0.690 -1.634
H -6.032 0.068 0.167 0.793 0.652 1.992
H -5.986 0.251 2.132 1.410 0.347 -2.310
H -5.421 2.644 -0.060 -0.662 -0.949 2.236
H -5.115 2.681 1.864 -1.479 -0.777 -2.013
H -6.911 2.419 1.152 2.276 -0.283 -0.340
H -0.651 1.318 2.197 1.729 1.836 -0.413
H -0.350 3.113 1.472 0.548 -1.872 1.230
H 0.810 3.938 3.581 -0.777 -2.123 0.059
H -0.576 2.875 4.312 1.972 -0.223 -1.308
H 1.260 2.199 4.174 -2.024 1.261 -1.028
H 3.613 2.858 2.712 -1.539 0.643 -1.876
H 2.334 4.107 2.032 1.279 -1.516 -0.528
H 3.464 4.276 -0.168 1.412 -1.861 1.286
H 4.933 4.223 1.014 -1.853 -1.362 -0.596
H 4.548 2.654 0.042 -1.373 1.663 0.936
H 3.371 -1.535 -4.234 -0.940 0.425 0.443
H -0.456 -2.708 -3.368 0.574 1.490 0.077
H 1.472 -4.179 -3.345 1.772 1.155 1.017
C -4.438 7.990 -1.423 0.335 0.101 -0.037
O -3.560 8.785 -0.638 -0.559 -0.129 0.152
C -4.065 9.030 0.682 0.704 0.051 0.218
C -3.157 8.362 1.724 -0.441 -0.434 -0.591
N -3.280 6.901 1.668 0.048 0.430 0.094
C -2.275 6.200 2.475 0.070 -0.284 -0.403
C -0.806 6.322 2.024 -0.095 -0.639 0.090
O -0.537 5.694 0.769 -0.098 0.804 0.367
C -0.747 6.529 -0.361 0.217 -0.514 -0.081
H -4.025 7.922 -2.433 0.032 0.054 0.181
H -4.517 6.980 -1.012 -0.184 -0.039 -0.037
H -5.429 8.451 -1.484 -0.053 -0.086 0.018
H -5.109 8.709 0.793 0.187 -0.159 -0.091
H -4.036 10.114 0.834 -0.014 0.009 0.030
H -3.438 8.710 2.724 0.011 -0.051 -0.011
H -2.128 8.676 1.524 0.064 0.293 0.015
H -3.186 6.597 0.701 -0.001 0.056 0.248
H -2.547 5.138 2.455 0.187 0.114 0.023
H -2.361 6.526 3.518 0.016 0.092 -0.072
H -0.198 5.783 2.759 -0.078 -0.028 -0.094
H -0.445 7.355 2.036 -0.080 0.115 -0.191
H -0.539 7.582 -0.150 -0.106 -0.001 0.088
H -1.765 6.408 -0.736 -0.093 0.215 -0.111
H -0.069 6.200 -1.155 -0.044 -0.053 0.171
C -1.755 -9.334 -5.225 0.278 -0.226 0.261
O -0.575 -9.399 -4.435 -0.367 0.270 -0.404
C 0.123 -8.148 -4.379 0.372 -0.046 0.703
C 0.111 -7.603 -2.943 -0.600 -0.026 -0.550
N -1.236 -7.164 -2.560 0.288 -0.198 -0.058
C -1.362 -6.849 -1.133 -0.226 -0.110 0.060
C -1.214 -8.020 -0.142 -0.226 0.661 0.147
O -2.265 -8.985 -0.234 0.477 -0.285 -0.209
C -2.032 -10.016 -1.182 -0.397 0.095 0.334
H -2.179 -10.340 -5.287 0.125 0.074 0.065
H -2.494 -8.674 -4.763 -0.081 0.115 -0.155
H -1.524 -8.991 -6.239 -0.100 0.069 0.005
H -0.279 -7.415 -5.090 -0.144 -0.138 0.170
H 1.159 -8.353 -4.667 -0.023 0.040 0.008
H 0.802 -6.756 -2.873 -0.059 -0.061 0.080
H 0.467 -8.397 -2.280 0.295 -0.086 -0.040
H -1.901 -7.899 -2.788 0.200 0.174 0.038
H -2.360 -6.417 -0.997 0.167 -0.062 0.108
H -0.642 -6.063 -0.873 -0.002 -0.102 0.005
H -1.288 -7.599 0.867 -0.024 -0.018 -0.132
H -0.231 -8.499 -0.196 -0.055 -0.126 -0.166
H -0.970 -10.260 -1.286 -0.036 0.134 -0.070
H -2.457 -9.743 -2.149 0.183 -0.110 -0.203
H -2.555 -10.915 -0.840 0.034 0.096 0.054

=====

3.
18
Properties=species:S:1:pos:R:3:forces:R:3 method="wB97M-V/def2-TZVPD" relative_energy_kj_mol=164.8 smiles=CNCCCN e_tot_ev=-7321.321 homo_energy_ev=-8.274 gap_ev=9.4 charge=0
C 2.721 -0.414 0.065 -2.328 -0.503 2.473
N 1.315 -0.180 -0.349 0.910 0.258 -0.398
C 0.290 -0.273 0.650 -1.391 -0.172 1.842
C -0.631 0.962 0.665 0.173 -1.538 -2.692
C -1.578 0.703 -0.608 -0.096 0.476 1.155
N -2.454 -0.462 -0.555 -0.188 -0.915 1.293
H 2.771 0.223 1.022 0.520 -1.410 -1.151
H 2.877 -1.529 0.221 0.293 1.300 0.300
H 3.442 -0.034 -0.603 0.569 0.445 -1.048
H 1.057 -0.746 -1.122 0.090 -0.434 -0.766
H 0.692 -0.355 1.670 0.414 -0.223 -0.286
H -0.456 -1.151 0.574 1.442 0.850 -0.146
H -0.049 1.886 0.602 -0.074 -0.103 -0.468
H -1.157 1.006 1.570 -1.199 -0.108 1.221
H -0.962 0.472 -1.445 0.931 1.001 -0.779
H -2.189 1.621 -0.723 0.234 -0.667 -0.501
H -3.401 -0.317 -0.744 -1.415 0.807 -0.045
H -2.291 -1.412 -0.891 1.115 0.936 -0.004

=====

4.
50
Properties=species:S:1:pos:R:3:forces:R:3 method="wB97M-V/def2-TZVPD" relative_energy_kj_mol=190.4 e_tot_ev=-50229.128 homo_energy_ev=-4.799 gap_ev=9.8 charge=-2
S 8.913 3.288 -22.072 -1.454 -0.102 1.983
O 9.100 3.629 -20.672 0.503 1.421 0.170
O 8.555 1.918 -22.172 0.347 -2.375 -0.730
O 7.759 4.035 -22.549 -0.622 0.739 -0.619
O 10.089 3.625 -22.783 2.282 0.393 -1.958
O 5.952 1.748 -22.867 -2.620 0.477 -0.814
H 6.879 1.819 -22.711 0.958 0.364 -0.211
H 5.608 2.557 -23.353 0.948 -1.486 0.900
O 8.479 3.258 -25.769 -2.315 -0.220 -0.249
H 9.347 3.568 -25.610 1.658 0.888 0.274
H 7.870 3.966 -25.453 0.567 -0.874 -0.230
O 8.001 6.285 -23.446 -1.394 1.216 -0.814
H 7.994 5.391 -23.027 0.151 0.597 -0.027
H 7.033 6.499 -23.515 1.512 -0.081 0.200
O 11.654 1.655 -23.784 1.202 -1.484 -0.496
H 11.245 1.269 -24.555 -0.063 -0.193 -0.283
H 11.057 2.322 -23.509 -1.310 1.150 0.785
O 9.021 6.250 -20.463 0.283 0.423 -0.167
H 8.963 5.277 -20.368 0.026 0.489 0.193
H 8.750 6.669 -19.645 -0.120 -0.343 0.119
O 13.368 3.784 -23.675 2.016 0.117 -0.237
H 12.733 3.101 -23.744 -0.578 -1.717 -0.339
H 12.805 4.522 -23.546 -0.571 1.710 0.412
O 10.731 4.774 -25.011 -0.253 0.072 -0.031
H 10.357 5.609 -25.342 -0.031 -0.579 0.720
H 10.338 4.511 -24.127 0.283 0.780 -1.245
O 8.800 -0.064 -23.883 0.091 -1.162 -0.560
H 9.060 0.431 -24.653 -0.160 0.267 -0.595
H 8.975 0.557 -23.183 0.035 0.442 0.691
O 7.630 2.647 -19.033 -0.872 0.268 1.167
H 7.525 1.703 -19.211 0.483 0.181 -0.442
H 8.291 3.077 -19.643 -1.009 -1.092 0.483
O 5.955 4.091 -24.344 0.727 -0.700 0.168
H 6.691 4.077 -23.663 -0.592 -0.379 -0.844
H 5.707 4.996 -24.342 -0.648 1.195 -0.131
O 6.253 6.915 -20.810 -0.541 1.116 -0.107
H 6.258 5.993 -21.071 -0.353 -0.842 0.502
H 7.096 7.218 -21.138 0.658 0.145 -0.113
O 10.981 2.821 -19.238 0.498 -0.190 0.669
H 10.623 2.058 -18.777 -0.045 -0.023 -0.016
H 10.202 3.227 -19.662 0.686 -0.237 0.006
O 5.785 4.258 -20.882 -0.833 0.652 -0.560
H 6.439 4.086 -21.576 -0.126 -0.303 0.196
H 6.028 3.658 -20.190 0.442 -0.610 0.875
O 11.750 5.561 -22.247 0.526 1.860 -0.136
H 11.102 4.882 -22.358 -0.490 -1.230 0.394
H 11.212 6.318 -22.526 0.363 0.111 0.286
O 7.956 0.215 -20.442 -1.188 -1.731 0.838
H 8.022 0.828 -21.176 0.332 0.539 -0.306
H 7.164 -0.312 -20.669 0.610 0.342 0.230